Entry 1:
Here is a structure of composition C26H78O19 from the OMol25 dataset. Energies are from wB97M-V/def2-TZVPD.

```
123
Properties=species:S:1:pos:R:3:forces:R:3
C -18.4608 17.9313 -20.4503 1.028 2.038 -0.098
C -19.2876 16.9491 -19.6776 -0.572 2.018 0.297
O -18.5270 15.8731 -19.5272 6.243 2.845 -1.688
H -17.5251 18.0919 -19.9148 0.489 -0.769 -0.071
H -18.7180 18.9902 -20.4800 -0.827 -0.415 -0.245
H -18.2432 17.6916 -21.4912 0.033 -0.679 -0.026
H -20.2180 16.6720 -20.1731 0.524 0.249 -0.058
H -19.4864 17.2023 -18.6362 -0.554 1.168 -0.261
H -19.1365 15.2463 -19.1306 0.778 1.972 -0.448
C -24.3438 18.9822 -23.2552 -0.195 -1.286 -1.033
C -23.3397 17.8630 -23.7350 -0.481 1.721 0.614
O -22.3350 17.7384 -22.7182 -10.609 2.506 -2.968
H -24.0627 19.9887 -23.5653 0.044 -0.203 -0.359
H -24.4352 19.0200 -22.1697 -0.174 -0.703 -1.468
H -25.3611 18.7650 -23.5809 0.031 0.071 -0.374
H -22.7713 18.1754 -24.6111 -1.480 -0.067 0.036
H -23.7902 16.9019 -23.9827 -0.340 -0.026 0.352
H -21.7300 17.0719 -23.0519 2.267 0.651 1.503
C -26.4136 15.5876 -18.6381 1.107 -0.405 -1.015
C -25.0268 14.9139 -18.9023 -2.388 -1.206 1.270
O -24.3272 14.7033 -17.7055 0.434 -2.771 -0.082
H -26.2136 16.6479 -18.4842 -0.870 -0.590 0.404
H -26.8957 15.0687 -17.8095 -0.145 0.108 -0.135
H -27.0336 15.4172 -19.5183 -0.101 0.289 -0.099
H -24.3967 15.3904 -19.6534 -1.332 -0.048 1.063
H -25.3157 13.8916 -19.1461 0.138 -0.042 -0.729
H -23.7999 15.4990 -17.6028 0.130 0.571 -0.080
C -20.5784 17.7439 -25.1576 1.081 -1.562 -1.345
C -20.6325 16.3207 -24.5298 -0.205 0.369 -0.072
O -21.6154 16.1881 -23.4574 7.297 -2.254 -8.931
H -20.1849 17.6005 -26.1640 -0.279 -0.366 -0.366
H -19.8044 18.4131 -24.7819 -0.472 -0.547 0.405
H -21.5459 18.2348 -25.2625 1.080 -0.597 -0.562
H -19.6703 16.0364 -24.1036 -0.063 0.416 -0.424
H -20.9332 15.5433 -25.2321 0.493 0.649 -0.484
H -21.8061 15.2662 -23.2696 0.402 0.114 -2.176
C -23.3506 20.8725 -20.9874 -1.750 2.466 1.300
C -22.4476 20.5616 -19.8080 -0.969 1.527 -3.256
O -21.1570 20.5766 -20.3324 -1.206 7.288 0.241
H -23.4555 20.1512 -21.7978 1.288 1.389 0.717
H -23.2820 21.9055 -21.3285 1.086 0.095 -0.371
H -24.3682 20.9949 -20.6164 0.823 0.520 0.264
H -22.4717 19.5658 -19.3655 -3.185 1.591 -3.989
H -22.4633 21.3242 -19.0293 -0.524 0.072 0.196
H -21.2045 20.2652 -21.2393 0.095 -1.484 -1.176
C -23.3815 13.5688 -20.8558 -0.508 -2.079 -0.735
C -22.6616 12.7923 -19.7316 -0.407 2.663 0.777
O -22.0026 13.8752 -18.9530 -1.968 -4.065 -0.224
H -24.2047 14.2242 -20.5714 0.801 -1.160 -0.098
H -23.8646 12.8005 -21.4594 0.126 -0.044 -0.620
H -22.6845 14.1805 -21.4285 -0.258 -1.316 0.198
H -21.9177 12.0781 -20.0846 0.165 0.311 -0.147
H -23.2863 12.2822 -18.9984 -0.414 -0.040 -0.415
H -22.4331 13.9907 -18.1027 -0.695 -0.249 0.278
C -25.7287 19.5432 -20.5847 -1.215 -0.508 -0.497
C -26.0180 18.0855 -20.2676 -0.108 1.979 0.754
O -24.8602 17.5944 -19.6165 -6.127 0.325 -3.745
H -25.7850 20.2257 -19.7367 -0.113 -0.354 0.330
H -26.4506 19.8922 -21.3230 -0.111 0.261 -0.133
H -24.7302 19.6554 -21.0072 -2.031 -0.717 1.089
H -26.2678 17.5679 -21.1937 0.142 -0.497 0.062
H -26.8557 18.0416 -19.5714 -0.069 -0.293 -0.259
H -24.1958 17.6578 -20.3066 0.619 0.746 -0.929
C -21.1105 13.3838 -23.4577 3.399 -1.166 -1.487
C -19.9679 14.0442 -22.6173 0.640 -0.751 1.740
O -18.9000 13.1995 -22.2258 -4.430 -5.071 -4.912
O -22.0134 14.3556 -23.9796 -2.307 -8.347 -1.762
H -21.5723 12.4761 -23.0691 -0.170 0.437 0.554
H -20.4915 13.0724 -24.2991 -0.327 -0.623 -0.442
H -20.4893 14.4762 -21.7631 1.226 -0.321 -0.019
H -19.3386 14.7968 -23.0922 -1.226 0.322 -0.630
H -18.7667 13.3007 -21.2804 -0.659 -0.264 -1.025
H -22.2091 14.0998 -24.8839 -0.471 0.161 0.092
C -22.5103 16.1080 -20.3559 0.202 0.342 -0.449
C -22.3711 17.5615 -20.0130 2.232 -1.354 -0.909
O -23.1709 18.3491 -20.8419 -1.433 0.904 3.057
O -21.5761 15.7251 -21.4086 -1.307 0.545 3.911
H -23.5259 15.8805 -20.6798 0.564 0.636 -0.589
H -22.3710 15.4344 -19.5104 -0.173 1.130 -0.588
H -21.3147 17.8006 -20.1351 -0.511 0.347 -0.360
H -22.5055 17.7528 -18.9483 -1.010 -0.443 -1.597
H -23.0984 18.1670 -21.7817 -0.081 -1.257 0.605
H -22.0282 15.4896 -22.2220 -0.801 0.744 3.680
C -21.2425 19.0832 -18.1600 1.594 -1.549 2.605
C -20.8480 19.4539 -16.7696 1.808 0.989 0.753
O -21.7985 19.3747 -15.7178 -0.491 0.055 -0.266
O -20.1882 19.1759 -19.1265 0.327 -3.506 6.236
H -22.1545 19.5769 -18.4956 2.194 -0.802 4.614
H -21.5334 18.0531 -17.9540 0.572 -0.320 -0.177
H -20.4303 20.4601 -16.8031 0.413 0.159 0.272
H -20.1010 18.7300 -16.4438 0.464 0.333 -0.118
H -22.4425 20.0775 -15.8313 -0.101 0.140 0.035
H -20.4669 19.8867 -19.7085 0.693 0.648 -0.359
C -24.1325 17.5855 -16.6604 1.391 -1.825 -0.184
C -24.4442 16.4248 -15.7388 -1.388 1.282 1.441
O -25.7984 15.9943 -15.9787 1.073 0.503 0.900
O -23.9113 16.9116 -17.9383 2.487 1.325 5.977
H -23.2262 18.0970 -16.3361 -0.049 -0.204 -0.099
H -24.9331 18.3251 -16.6499 -0.411 -0.219 -0.399
H -24.3732 16.8231 -14.7267 -0.310 -0.227 0.280
H -23.7424 15.5923 -15.7896 0.117 0.181 -0.081
H -25.7753 15.8166 -16.9218 -0.151 -0.189 0.612
H -24.2473 17.4958 -18.6219 -0.217 0.496 0.572
C -19.3325 13.6433 -18.8662 -2.418 -2.126 0.615
C -18.0131 13.7192 -19.5733 2.686 0.637 -0.251
O -17.9453 14.3002 -20.9194 4.136 -0.258 4.464
O -20.0930 14.8740 -18.6765 -0.634 -2.968 3.919
H -19.1684 13.1827 -17.8921 0.286 0.169 0.185
H -20.0325 12.9511 -19.3342 0.233 -0.052 -0.408
H -17.4948 12.7606 -19.6002 -0.927 -0.755 -0.510
H -17.2883 14.1709 -18.8961 -0.107 0.780 -0.141
H -17.9605 15.2483 -20.7694 -0.174 0.912 0.902
H -20.9928 14.7703 -18.9944 0.067 -0.642 -0.525
C -21.1148 19.7232 -23.3598 0.840 3.199 0.763
C -21.3310 21.3196 -23.3210 1.558 -1.180 -2.341
O -20.3121 21.8935 -22.5564 -0.532 0.476 1.142
O -21.2711 19.2324 -22.0447 4.774 5.000 -1.265
H -20.0717 19.4729 -23.5535 0.031 1.151 -0.255
H -21.6435 19.3320 -24.2289 -0.489 0.469 1.462
H -22.3297 21.6887 -23.0878 0.053 -0.461 0.275
H -21.0876 21.7840 -24.2766 -0.475 -0.695 -0.818
H -20.7513 21.9318 -21.7036 0.894 0.391 0.938
H -21.9244 18.5290 -22.0459 0.828 1.069 0.405
```
Forces are in eV/Å.

Its orbital gap is 7.38 eV. The calculation puts the energy relative to the best compared isomer or geometry (same formula, charge and spin) at 37.109 eV. The highest occupied orbital energy comes out at -7.760 eV. The calculation puts the LUMO energy at -0.014 hartree. The charge is 0.

Results of the Löwdin charge analysis, in e, for atoms 1 through 99: C -0.032; C -0.319; O -0.138; H 0.089; H 0.070; H 0.079; H 0.096; H 0.137; H -0.177; C -0.004; C -0.105; O -0.093; H 0.099; H 0.016; H 0.097; H 0.075; H 0.140; H -0.230; C -0.041; C -0.285; O -0.115; H 0.058; H 0.097; H 0.096; H 0.057; H 0.121; H 0.001; C -0.033; C -0.068; O -0.058; H 0.094; H 0.079; H 0.048; H 0.115; H 0.128; H -0.089; C -0.069; C -0.195; O -0.014; H 0.040; H 0.106; H 0.057; H 0.057; H 0.159; H -0.037; C -0.066; C -0.106; O -0.157; H 0.040; H 0.096; H 0.054; H 0.113; H 0.125; H 0.111; C -0.093; C -0.190; O -0.101; H 0.102; H 0.104; H -0.012; H 0.130; H 0.120; H -0.011; C -0.113; C -0.201; O -0.085; O -0.047; H 0.129; H 0.129; H 0.098; H 0.119; H -0.027; H 0.156; C -0.120; C -0.175; O -0.163; O -0.112; H 0.107; H 0.098; H 0.115; H 0.097; H -0.028; H 0.028; C -0.278; C -0.216; O -0.073; O -0.093; H 0.048; H 0.110; H 0.123; H 0.128; H 0.086; H -0.140; C -0.121; C -0.207; O -0.071; O -0.162; H 0.087; H 0.139

Entry 2:
Here is a cluster of 6 separate species, C10H18Br8Cl6 in total from the OMol25 dataset. Energies are from wB97M-V/def2-TZVPD.

```
42
Properties=species:S:1:pos:R:3:forces:R:3
Cl 16.9733 24.1309 -5.2597 0.423 -0.422 -0.163
C 17.8740 23.4069 -6.6198 -0.320 0.275 -0.227
Cl 17.0407 23.8411 -8.1347 0.155 -0.177 0.204
Cl 18.0913 21.6622 -6.4800 -0.114 0.283 0.217
H 18.8623 23.8442 -6.6628 -0.044 0.100 0.135
Cl 22.0607 19.1361 -8.1535 0.516 0.654 0.161
C 20.7385 18.1010 -8.5235 -0.211 -1.277 -0.500
Cl 19.2680 18.5151 -7.6948 -0.089 0.314 0.689
Cl 21.1545 16.4052 -8.1471 0.060 -0.005 0.022
H 20.5525 18.0930 -9.5933 -0.031 0.312 0.075
Br 17.5804 18.3290 -10.5027 -0.675 0.190 -0.597
C 15.9575 19.3843 -10.1414 -0.133 0.363 0.568
C 16.2351 20.2242 -8.8874 0.068 -0.763 -0.079
Br 14.6074 20.5069 -7.7971 0.463 0.188 -0.696
H 15.1166 18.7073 -10.0262 0.244 -0.254 0.170
H 15.7328 20.0138 -10.9972 0.263 -0.040 -0.097
H 16.7653 21.1319 -9.1603 -0.510 0.362 0.225
H 16.8799 19.6964 -8.1970 -0.079 -0.160 -0.029
Br 11.3495 19.1142 -4.3450 0.241 0.396 0.363
C 12.6492 20.1383 -3.2563 -0.281 -0.310 -0.147
C 13.9643 20.2012 -3.9706 0.854 0.267 -0.594
Br 15.0774 18.6288 -3.5394 -0.265 0.599 -0.314
H 12.7183 19.5937 -2.3210 0.026 0.033 0.009
H 12.2524 21.1309 -3.0621 -0.188 -0.046 -0.257
H 14.5445 21.1120 -3.8049 0.020 -0.220 0.975
H 13.8880 20.2817 -5.0537 -0.373 -0.718 -0.027
Br 13.1563 24.3706 -8.7275 -0.045 0.036 0.201
C 12.4577 24.0458 -6.9196 -0.800 0.403 -0.633
C 13.5889 23.7567 -6.0227 0.870 0.202 0.847
Br 13.0308 23.8354 -4.1206 -0.019 -0.189 -0.423
H 11.7059 23.2781 -7.0724 0.110 -0.126 0.355
H 11.9963 24.9688 -6.5732 -0.187 -0.041 -0.349
H 14.2872 24.5871 -6.0789 0.151 -0.205 -0.066
H 14.1113 22.8189 -6.1806 -0.111 -0.017 -0.004
Br 14.6212 20.2297 -13.6822 0.949 -0.434 -0.411
C 16.2569 19.1337 -14.1574 -0.813 -0.262 0.084
C 16.8191 19.5422 -15.4911 -0.199 0.860 -0.444
Br 18.2974 18.3780 -16.0964 -0.533 0.497 0.469
H 15.8776 18.1168 -14.1852 0.028 -0.006 0.079
H 16.9304 19.2494 -13.3160 0.114 0.095 -0.103
H 17.1260 20.5880 -15.4715 0.626 -0.212 0.150
H 16.0910 19.5425 -16.2988 -0.162 -0.544 0.160
```
Forces are in eV/Å.

Its orbital gap is 10.15 eV. The calculation puts the energy relative to the best compared isomer or geometry (same formula, charge and spin) at 0.810 eV. As for the SMILES: ClC(Cl)Cl.ClC(Cl)Cl.BrCCBr.BrCCBr.BrCCBr.BrCCBr. The highest occupied orbital energy comes out at -10.040 eV. The calculation puts the LUMO energy at 0.004 hartree. The charge is 0.

Löwdin analysis output, partial charges in e: Cl 0.547; C -1.475; Cl 0.525; Cl 0.561; H 0.012; Cl 0.576; C -1.600; Cl 0.512; Cl 0.508; H -0.009; Br 0.649; C -0.630; C -0.694; Br 0.670; H 0.050; H 0.003; H 0.028; H -0.049; Br 0.578; C -0.672; C -0.725; Br 0.595; H 0.038; H 0.016; H 0.039; H -0.028; Br 0.601; C -0.678; C -0.719; Br 0.643; H 0.060; H 0.054; H 0.009; H -0.011; Br 0.574; C -0.627; C -0.694; Br 0.596; H 0.052; H 0.009; H 0.058; H 0.049